This record from the OMol25 dataset describes the ion C4H7N2 with charge +1. The level of theory is the ωB97M-V functional and the def2-TZVPD basis.

Each line ends with the Mulliken charge.
Element x y z (Å)
C 0.0420 -0.0349 -1.6219  -0.1269
C 0.6439 0.5690 -2.5271  -0.5894
C -0.3179 -0.6750 -0.4507  0.7472
C 0.1090 0.0977 0.8867  -0.6776
N 0.4107 1.4733 0.4382  -0.2088
N -0.9204 -1.8218 -0.2916  -0.3163
H -0.5162 0.2531 1.8258  0.4087
H 1.0418 -0.2375 1.2252  0.3410
H 0.6595 1.3813 -0.5759  0.1626
H 1.3037 1.7602 0.8021  0.3662
H -0.3588 2.0565 0.7880  0.3520
H -0.7827 -2.4023 0.5047  0.2542
H -1.3147 -2.4196 -1.0035  0.2870

Summary:
Energy above the lowest of the compared OMol25 structures with the same formula, charge and spin (kJ/mol): 529.6
HOMO-LUMO gap (eV): 8.991
Net charge: +1



This record from the OMol25 dataset describes the ion C4H7N2 with charge +2. The level of theory is the ωB97M-V functional and the def2-TZVPD basis.

Each line ends with the Löwdin spin population.
Element x y z (Å)
C -1.2467 -0.8408 -1.2040  0.0638
C -0.4254 -0.0362 -0.3074  0.2922
C -0.4670 1.0830 0.5583  0.3084
N 0.6310 1.1056 1.3182  0.0623
C 1.5406 0.2062 0.8099  0.2153
N 0.8581 -0.5646 -0.0376  -0.0025
H -1.2604 -1.8998 -0.9226  0.0130
H -0.7393 -0.6015 -2.1853  0.0358
H -2.2865 -0.5363 -1.2954  0.0009
H -1.2765 1.8161 0.4863  0.0069
H 0.9284 1.8102 1.9925  -0.0004
H 2.5436 -0.0683 1.1358  0.0058
H 1.2003 -1.4735 -0.3487  -0.0015

Summary:
Expectation value of S²: 0.761
Spin multiplicity: 2
Energy above the lowest of the compared OMol25 structures with the same formula, charge and spin (kJ/mol): 55.0
HOMO-LUMO gap (alpha / beta) (eV): 11.172 / 9.171
Net charge: +2



This record from the OMol25 dataset describes the ion C4H7N2O with charge +1. The level of theory is the ωB97M-V functional and the def2-TZVPD basis.

Each line ends with the Mulliken charge.
Element x y z (Å)
C -0.5294 0.8740 1.0503  0.3479
C 0.7732 1.1084 0.1460  -0.9479
C -1.1465 -0.3074 0.4604  0.0583
C -0.0820 -1.0850 -0.2832  -0.2335
N -1.2363 -0.6001 -0.9755  -0.4998
N 1.1058 -0.2307 -0.5559  -0.1762
O -0.8398 1.4993 2.0078  -0.4291
H 0.6248 1.7606 -0.6313  0.3844
H 1.6015 1.4689 0.5567  0.5934
H -1.8382 -0.8533 1.2640  0.3736
H 0.2882 -2.0657 -0.2242  0.4925
H -1.9945 -1.2184 -1.2471  0.2991
H 1.2697 0.1481 -1.4816  0.3365
H 2.0036 -0.4987 -0.0864  0.4008

Summary:
SMILES string: O=C1C[NH2+][C@@H]2N[C@H]12
Energy above the lowest of the compared OMol25 structures with the same formula, charge and spin (kJ/mol): 314.3
HOMO-LUMO gap (eV): 10.799
Net charge: +1



This record from the OMol25 dataset describes the ion C4H7N2O with charge +1. The level of theory is the ωB97M-V functional and the def2-TZVPD basis.

Each line ends with the Mulliken charge.
Element x y z (Å)
C -1.8996 0.0592 0.8270  -0.6243
C -1.2066 -0.8843 1.5367  -0.0357
C -1.0653 0.4848 -0.1881  -0.0982
C 1.2320 -0.0831 -0.8828  -0.3020
N 0.0077 -1.0171 0.9450  -0.2411
N 0.0776 -0.1636 -0.0957  0.2357
O 1.9980 0.9609 -0.3953  -0.4889
H -2.8994 0.3718 0.9837  0.4010
H -1.5258 -1.5574 2.3484  0.4243
H -1.4934 1.1917 -0.8185  0.4700
H 1.9156 -1.0763 -1.0044  0.3306
H 0.9303 0.1731 -1.9864  0.2824
H 0.5993 -1.8412 0.9284  0.3054
H 2.9432 0.8333 -0.3962  0.3407

Summary:
SMILES string: OC[n+]1ccc[nH]1
Energy above the lowest of the compared OMol25 structures with the same formula, charge and spin (kJ/mol): 184.5
HOMO-LUMO gap (eV): 11.064
Net charge: +1



What is the net charge in the second record?
+2



Which value of energy above the lowest of the compared OMol25 structures with the same formula, charge and spin does entry 3 give?
314.3 kJ/mol



Which value of energy above the lowest of the compared OMol25 structures with the same formula, charge and spin does entry 4 give?
184.5 kJ/mol



Look up the net charge of the third one.
+1